No. 1
The following is a DFT calculation (ωB97M-V with the def2-TZVPD basis set) of a molecular structure, C13H14CuN4Se.

Each line ends with the Mulliken charge.
Geometry (Å):
Cu -0.0134 1.0012 0.5714  -0.24
C 3.1424 0.7512 2.6914  -0.99
N 2.7755 -0.6501 2.5646  0.25
C 1.5322 -1.1482 2.4939  -0.01
Se -0.1067 -0.2511 2.5424  -0.04
N 1.6329 -2.4853 2.4672  0.04
C 2.9681 -2.8777 2.5189  0.33
C 3.5802 -4.1219 2.5092  -0.89
C 4.9614 -4.1305 2.5680  -0.48
C 5.7005 -2.9419 2.6321  -0.66
C 5.0845 -1.7038 2.6383  -0.55
C 3.6987 -1.7005 2.5787  0.78
H 2.2378 1.3489 2.7273  0.30
H 3.7532 1.0545 1.8425  0.36
H 3.7041 0.8988 3.6119  0.36
H 0.8276 -3.0890 2.4305  0.26
H 3.0036 -5.0366 2.4645  0.41
H 5.4842 -5.0772 2.5667  0.40
H 6.7800 -2.9931 2.6796  0.39
H 5.6571 -0.7876 2.6911  0.43
N -2.3451 2.4359 -0.7183  -0.39
C -1.2148 2.6505 -1.4413  1.22
C -1.2094 3.5663 -2.5075  -0.78
C -0.0568 3.7557 -3.2210  -0.17
C 1.0956 3.0366 -2.8838  -0.79
C 1.0237 2.1773 -1.8255  0.04
N -0.1006 1.9828 -1.0966  -0.33
H -3.2139 2.8265 -1.0350  0.21
H -2.3999 1.6479 -0.0965  0.10
H -2.1193 4.1012 -2.7470  0.30
H -0.0410 4.4567 -4.0461  0.40
H 2.0173 3.1499 -3.4346  0.40
H 1.8852 1.5986 -1.5190  0.36

The max |F| comes out at 0.00824 hartree/bohr. The net charge is +1. Its HOMO energy is -11.51 eV. The value obtained for the orbital gap is 9.05 eV.



No. 2
The following is a DFT calculation (ωB97M-V with the def2-TZVPD basis set) of a molecular structure, C13H14HgIN3S.

Each line ends with the Mulliken charge.
Geometry (Å):
C 1.6815 -3.6157 -1.1464  -1.30
C 0.7491 -0.3716 -3.1871  -1.34
H 2.6856 -3.9638 -1.4729  0.35
H 1.0786 -3.9842 -1.9845  0.31
H 1.3822 -4.2387 -0.2742  0.28
H 0.8743 0.7356 -3.3322  0.37
H 1.3236 -0.8796 -3.9681  0.38
H -0.2502 -0.8636 -3.2464  0.28
C 1.6776 -0.1092 2.2364  -0.32
C 2.0257 0.6976 3.3334  -0.74
C 1.6490 2.0556 3.2841  -0.56
C 0.9341 2.4896 2.1578  -0.70
H 1.9350 -1.1865 2.2406  0.37
H 2.5459 0.2721 4.1719  0.42
H 1.8713 2.7175 4.1052  0.43
H 0.5787 3.5151 2.0950  0.29
N 1.0994 0.3426 1.1386  0.15
C 0.6389 1.5977 1.1021  0.47
C -0.2246 1.9911 -0.0293  0.61
N -0.3683 1.0886 -1.0029  0.35
C -1.1828 1.3309 -2.0215  -0.10
C -1.7147 3.5072 -1.1850  -0.51
C -1.8619 2.5417 -2.1934  -0.87
H -1.2585 0.5788 -2.7956  0.40
H -2.4315 2.6395 -3.1194  0.41
C -0.9191 3.2252 -0.0648  -0.87
H -0.8529 3.8868 0.7805  0.32
H -2.2320 4.4553 -1.2815  0.41
Hg 1.3280 -1.4810 -1.3660  1.02
I 3.9767 -0.1260 -0.6221  -0.27
S -2.6401 -0.4561 1.5495  -0.14
C -1.5219 -1.3404 0.8013  0.54
N -0.6449 -1.9517 0.2598  -0.46

The max |F| comes out at 0.05529 hartree/bohr. Its energy relative to the best compared isomer or geometry (same formula, charge and spin) is 70.0 kcal per mole. The net charge is 0. Its HOMO energy (spin up / spin down) is -8.03 / -7.55 eV. The value obtained for the orbital gap (spin up / spin down) is 4.37 / 4.82 eV.



No. 3
The following is a DFT calculation (ωB97M-V with the def2-TZVPD basis set) of C13H14INO2 in the gas phase.

Each line ends with the Mulliken charge.
Geometry (Å):
C 1.4090 -4.4603 1.5955  -0.83
N 0.1747 -3.7347 1.1685  0.09
C -0.3455 -3.6197 -0.2319  -1.00
C -0.5016 -2.9160 2.2195  -1.38
C 0.1931 -1.6339 2.1528  0.21
C 0.7776 -0.6284 1.9652  0.56
C 1.6234 0.4812 1.4028  -0.66
O 0.7310 1.0005 0.4597  -0.18
C 0.8758 2.2825 -0.0079  0.30
O 1.7586 3.0725 0.3340  -0.61
C -0.0866 2.8389 -1.0029  0.41
C -1.1491 2.0915 -1.3666  -0.57
C -2.0017 2.5541 -2.3609  -0.63
C -2.0612 3.8933 -2.6750  -0.18
C -1.0278 4.7677 -2.2328  -0.21
I -0.8258 6.7085 -3.2287  0.06
C -0.0266 4.2274 -1.4611  -0.36
H 2.3239 -3.8430 1.5108  0.27
H 1.6175 -5.3327 0.9403  0.31
H 1.4255 -4.6013 2.7212  0.25
H 0.5006 -3.4316 -0.8639  0.36
H -0.7813 -4.5039 -0.6359  0.33
H -1.0043 -2.7948 -0.3957  0.32
H -0.3540 -3.3607 3.2383  0.34
H -1.5190 -2.7320 1.9528  0.39
H 2.5615 0.1239 0.9467  0.31
H 1.8573 1.2574 2.1615  0.34
H -1.2503 1.0959 -1.0755  0.56
H -2.6465 1.8825 -2.8740  0.40
H -2.8916 4.3975 -3.2588  0.28
H 0.6436 4.9174 -1.0980  0.53

The max |F| comes out at 0.07298 hartree/bohr. Its energy relative to the best compared isomer or geometry (same formula, charge and spin) is 68.9 kcal per mole. The net charge is 0. Its HOMO energy is -7.98 eV. The value obtained for the orbital gap is 8.05 eV. Its SMILES is CN(C)CC#CCOC(=O)c1cccc(I)c1.



No. 4
The following is a DFT calculation (ωB97M-V with the def2-TZVPD basis set) of C13H14N2O2S2 in the gas phase.

Each line ends with the Mulliken charge.
Geometry (Å):
O -2.3672 0.4817 -3.4516  -0.68
C -1.7793 0.4649 -2.3872  0.87
C -1.0168 -0.7818 -1.9613  -0.73
S 0.7937 -0.5203 -2.0236  -0.16
C 1.2414 -0.9155 -0.3989  0.48
N 0.4135 -1.1360 0.5582  -0.32
C 1.0580 -1.4098 1.7317  -0.32
C 0.4443 -1.6907 2.9478  -0.47
C 1.2380 -1.9436 4.0471  -0.55
C 2.6270 -1.9198 3.9534  -0.46
C 3.2562 -1.6404 2.7546  -0.50
C 2.4666 -1.3862 1.6481  0.79
S 2.9541 -1.0060 0.0157  -0.26
N -1.7533 1.5302 -1.5612  0.03
C -1.2243 1.6073 -0.2182  -0.07
C -2.3693 1.9422 0.7491  -0.70
O -3.0288 3.1294 0.3828  -0.38
C -3.5587 3.0317 -0.9210  -0.55
C -2.4563 2.7421 -1.9418  -0.76
H -1.2544 -1.1203 -0.9551  0.40
H -1.2404 -1.5619 -2.6891  0.42
H -0.6321 -1.7071 3.0080  0.45
H 0.7753 -2.1645 4.9969  0.38
H 3.2236 -2.1227 4.8295  0.37
H 4.3317 -1.6205 2.6775  0.38
H -0.7587 0.6752 0.0928  0.06
H -0.4787 2.4109 -0.1832  0.17
H -1.9807 2.1032 1.7557  0.35
H -3.0844 1.1043 0.7646  0.37
H -4.0362 3.9896 -1.1300  0.35
H -4.3130 2.2311 -0.9611  0.32
H -2.8760 2.5954 -2.9372  0.44
H -1.7424 3.5727 -1.9567  0.29

The max |F| comes out at 0.01934 hartree/bohr. Its energy relative to the best compared isomer or geometry (same formula, charge and spin) is 7.9 kcal per mole. The net charge is 0. Its HOMO energy is -8.57 eV. The value obtained for the orbital gap is 9.11 eV. Its SMILES is O=C(CSc1nc2ccccc2s1)N1CCOCC1.



No. 5
The following is a DFT calculation (ωB97M-V with the def2-TZVPD basis set) of a molecular structure, C13H14N6PdS2.

Each line ends with the Mulliken spin population.
Geometry (Å):
Pd -0.1503 1.3143 -0.1082  1.24
C -1.2108 -0.2301 3.9433  0.00
C -1.1113 0.2625 2.5321  -0.02
N -0.0042 0.6890 2.0064  0.13
N 1.1636 0.6592 2.6379  0.02
C 2.2231 0.6958 1.8676  -0.02
N 3.4441 0.7155 2.4518  0.02
S 2.1956 0.6413 0.1381  0.28
C -2.2370 0.1491 1.6168  0.01
C -3.5762 0.1126 2.0230  0.00
C -4.5575 -0.1673 1.0941  0.01
C -4.1885 -0.3987 -0.2294  0.00
C -2.8578 -0.2762 -0.5779  0.01
N -1.9047 -0.0138 0.3114  0.05
H -0.2072 -0.3382 4.3455  0.00
H -1.7203 -1.1898 3.9678  0.00
H -1.7618 0.4787 4.5593  0.00
H 3.5089 0.5634 3.4450  0.00
H 4.2374 0.4863 1.8798  0.00
H -3.8265 0.3183 3.0520  0.00
H -5.5970 -0.2157 1.3847  0.00
H -4.9215 -0.6637 -0.9740  0.00
H -2.5253 -0.4027 -1.6014  0.00
C -1.8330 7.3450 -0.2085  0.00
C -1.0727 6.0617 -0.1448  -0.01
C 0.0263 5.9098 0.7046  0.01
C 0.6156 4.6589 0.7685  0.00
N 0.1743 3.6491 0.0369  0.06
C -0.8673 3.8923 -0.7955  0.00
S -1.3733 2.5615 -1.7570  0.22
N -1.4916 5.0590 -0.8968  0.01
H -1.1573 8.1934 -0.3072  0.00
H -2.3976 7.4676 0.7176  0.00
H -2.5281 7.3197 -1.0415  0.00
H 0.3909 6.7300 1.2991  0.00
H 1.4636 4.4572 1.4140  0.00

The max |F| comes out at 0.03147 hartree/bohr. The net charge is 0. Its HOMO energy (spin up / spin down) is -7.57 / -7.83 eV. The value obtained for the orbital gap (spin up / spin down) is 7.38 / 6.85 eV. As for the expectation value of S²: 2.009. As for the multiplicity: 3.



No. 6
The following is a DFT calculation (ωB97M-V with the def2-TZVPD basis set) of 2 unconnected molecules or ions with the total composition C13H15Cl2N2O6S.

Each line ends with the Mulliken charge.
Geometry (Å):
C 2.5170 -0.6592 5.6596  -1.18
C 3.0487 0.3097 4.6405  -0.19
O 1.9218 0.7013 3.7694  -0.25
C 2.2753 1.5345 2.8069  0.54
N 1.2746 1.8999 1.7509  -0.14
N 0.2778 1.1930 1.5837  0.13
C -0.9222 1.9476 1.1064  0.52
O -0.8908 2.9322 0.4068  -0.53
O -2.0000 1.2744 1.5178  -0.28
C -3.2333 1.7752 0.8921  -0.18
C -4.3972 0.9859 1.4422  -1.20
O 3.3388 2.0977 2.6441  -0.55
H 3.3201 -1.0249 6.3044  0.37
H 1.7685 -0.1787 6.2949  0.30
H 2.0582 -1.5225 5.1706  0.31
H 3.4653 1.2129 5.0996  0.30
H 3.8148 -0.1441 4.0018  0.31
H -3.3400 2.8511 1.0913  0.32
H -3.1234 1.6259 -0.1916  0.29
H -5.3085 1.2530 0.9011  0.38
H -4.2381 -0.0914 1.3269  0.31
H -4.5680 1.2038 2.5024  0.30
Cl -1.9422 -0.6351 -7.2177  -0.24
C -1.1235 -0.9964 -5.7422  0.31
C -1.7978 -0.8855 -4.5215  -0.51
C -1.1352 -1.1774 -3.3234  -0.28
C 0.1941 -1.5766 -3.3597  -0.26
S 1.0524 -1.9195 -1.7865  1.11
C 1.6740 -0.3824 -1.2679  -0.58
Cl 2.6033 -0.4057 0.1105  -0.23
O 0.0375 -2.3964 -0.8735  -0.67
O 2.1558 -2.7711 -2.1721  -0.69
C 0.8767 -1.7004 -4.5650  -0.34
C 0.2143 -1.4039 -5.7625  -0.50
H -2.8353 -0.5789 -4.5125  0.38
H -1.6592 -1.1100 -2.3751  0.46
H 1.9896 0.2926 -2.0531  0.37
H 1.9083 -2.0384 -4.5883  0.41
H 0.7278 -1.4925 -6.7113  0.38

The max |F| comes out at 0.06703 hartree/bohr. Its energy relative to the best compared isomer or geometry (same formula, charge and spin) is 0.0 kcal per mole. The net charge is -1. Its HOMO energy is -2.73 eV. The value obtained for the orbital gap is 4.95 eV.